No. 1
Below is the ion CH5N2O with charge +1 at a distorted geometry, with properties calculated with ωB97M-V with the def2-TZVPD basis set.

```
9
Properties=species:S:1:pos:R:3:forces:R:3:mulliken_charge:R:1
N -1.28403 -0.68258 0.10843 0.7 2.5 -0.4 -0.270
C -0.64642 0.48087 0.02936 1.6 -1.1 1.5 0.209
N 0.71508 0.45676 -0.03550 -2.4 -1.4 -0.1 -0.083
O 1.63452 -0.66093 -0.01086 -0.1 2.8 -1.4 -0.353
H -0.61205 -1.35992 -0.14183 -0.2 -2.1 0.0 0.254
H -2.27155 -0.82911 0.28495 0.3 0.0 -0.2 0.259
H -1.11704 1.48082 0.24929 0.6 -1.2 -0.6 0.317
H 1.14714 1.31460 0.00674 1.3 2.2 0.2 0.255
H 2.43435 -0.20050 -0.49057 -1.8 -1.7 1.1 0.412
```
Forces are in eV/Å.

**F_max**: 3.15 eV/A
**SMILES string**: [NH2+]=CNO
**Multiplicity**: 1
**Charge**: +1
**Kohn-Sham gap**: 11.28 eV
**Relative energy (zero: lowest compared OMol25 entry of this formula, charge and spin)**: 236.0 kJ/mol


No. 2
Below is a structure of composition C25H28GeN2O3Ti at a distorted geometry, with properties calculated with ωB97M-V with the def2-TZVPD basis set.

```
60
Properties=species:S:1:pos:R:3:forces:R:3:mulliken_charge:R:1
Ti -0.04906 0.05277 0.99562 0.3 -1.1 1.8 -0.838
C 1.15964 -3.73042 -2.12573 0.0 0.0 0.0 -1.711
C 1.07256 -2.24491 -1.89485 -0.1 0.0 -0.1 1.468
C 0.11850 -1.48250 -2.61327 0.0 -0.1 0.0 -0.690
C 0.05128 -0.10552 -2.42592 0.2 0.1 0.1 -0.361
C 0.85836 0.54002 -1.49688 0.1 -0.4 -0.3 -0.294
C 1.73172 -0.22883 -0.66367 0.0 -0.3 0.0 -0.930
C 1.88196 -1.62298 -0.98412 0.0 0.2 0.1 -0.735
H 1.45433 -3.96405 -3.15525 0.0 0.0 0.0 0.397
H 0.18730 -4.20323 -1.95098 0.0 0.0 0.0 0.306
H 1.88143 -4.19008 -1.44783 0.0 0.0 0.0 0.342
H -0.55792 -1.97478 -3.30649 0.0 0.0 0.1 0.265
H -0.64954 0.47916 -3.01271 0.0 0.0 0.0 0.297
H 0.85569 1.61733 -1.41906 -0.1 0.1 0.1 0.446
H 2.53011 0.27590 -0.13676 0.1 0.0 0.0 0.865
H 2.62606 -2.20604 -0.45062 0.0 0.0 0.1 0.143
O 2.69520 3.25315 1.87898 1.0 1.0 0.3 -0.777
C 1.88608 4.31238 1.70314 0.6 0.1 0.2 0.052
C 2.39958 5.58494 1.96514 0.1 -0.1 0.0 -0.591
C 1.61393 6.71063 1.79980 -0.1 0.0 0.0 -0.316
C 0.29575 6.57177 1.37242 0.0 -0.2 0.0 -0.664
C -0.20699 5.30127 1.11613 -0.2 0.4 0.0 -0.401
C 0.56947 4.15963 1.26835 -0.2 -0.3 -0.1 0.169
C 0.04745 2.80517 1.00448 0.2 0.4 0.0 0.848
O 0.83561 1.77214 1.25587 0.1 1.1 -0.2 -0.546
N -1.15177 2.64845 0.55803 -0.8 -0.1 -0.4 -1.127
N -1.43923 1.31459 0.40345 -0.6 0.6 -0.1 1.095
C -2.66930 0.97633 -0.03518 0.2 -0.2 0.0 -1.039
C -3.11330 -0.36738 -0.23154 0.0 0.5 0.0 1.069
C -4.44330 -0.60330 -0.64237 -0.1 -0.1 0.0 -0.836
C -4.95626 -1.87877 -0.80474 0.2 0.0 0.1 -0.627
C -4.13913 -2.98612 -0.55958 0.0 0.1 0.0 -0.477
C -2.81149 -2.78843 -0.17698 -0.1 -0.1 -0.1 -0.742
C -2.28274 -1.51541 -0.02168 0.4 0.2 0.0 0.309
O -1.01040 -1.34335 0.31324 -1.3 -1.1 -0.9 0.479
H 2.16897 2.45223 1.69158 -0.5 -0.6 -0.1 0.569
H 3.42734 5.65636 2.30246 0.0 0.0 0.0 0.404
H 2.02532 7.69147 2.00801 0.0 0.0 0.0 0.344
H -0.33733 7.44132 1.24442 0.0 0.0 0.0 0.364
H -1.22902 5.16061 0.78810 0.0 0.0 0.0 0.447
H -3.35348 1.79226 -0.23888 -0.1 0.0 0.0 0.165
H -5.07959 0.25951 -0.82063 0.0 0.0 0.0 0.324
H -5.98677 -2.01138 -1.11283 0.0 0.0 0.0 0.339
H -4.52924 -3.99202 -0.66254 0.0 0.0 0.0 0.377
H -2.14729 -3.62431 0.01146 0.0 0.0 0.0 0.358
C 1.34372 -1.61067 5.33875 0.0 0.0 0.6 -1.438
Ge 1.14397 -1.10611 3.45531 -0.1 -0.7 -0.1 0.690
C 1.16348 -2.88422 2.56816 0.0 -0.1 -0.1 -1.058
C 2.98964 -0.47599 3.06013 0.3 0.3 -0.1 -1.293
C -0.44793 -0.22149 2.95344 0.7 0.3 -0.9 -0.609
H 2.19905 -2.29047 5.45037 -0.1 0.1 0.0 0.353
H 0.42888 -2.11454 5.66571 0.1 0.0 0.0 0.363
H 1.50404 -0.73125 5.97357 0.0 -0.1 0.0 0.357
H 2.02343 -3.48584 2.88589 0.0 0.0 0.0 0.435
H 1.18232 -2.80582 1.47716 0.0 0.0 0.0 0.120
H 0.23330 -3.39328 2.83436 0.1 0.0 0.0 0.278
H 3.71811 -1.16686 3.50388 0.0 0.1 0.0 0.437
H 3.16276 0.53093 3.45666 0.0 -0.1 0.0 0.244
H 3.15337 -0.44246 1.97787 0.0 0.0 0.1 0.334
H -0.59814 0.70774 3.51992 0.0 0.1 0.0 0.252
```
Forces are in eV/Å.

**F_max**: 2.13 eV/A
**Multiplicity**: 3
**Charge**: -2
**Kohn-Sham gap (spin up / spin down)**: 3.69 / 5.14 eV


No. 3
Below is a structure of composition C39H33F6NO11P4ReS2Si, with properties calculated with ωB97M-V with the def2-TZVPD basis set.

```
98
Properties=species:S:1:pos:R:3:forces:R:3:mulliken_charge:R:1
Re -0.79467 -0.84743 -0.07564 0.5 0.5 -0.2 2.352
C -3.27902 1.15064 1.64748 0.0 0.1 0.1 -1.158
Si -1.43459 1.18787 1.31764 -0.1 -0.1 0.0 0.935
C -0.96530 2.81211 0.50413 0.0 0.0 0.0 -0.027
C -0.98483 4.04978 1.14986 0.0 0.0 0.0 -0.416
C -0.59751 5.19712 0.47711 0.0 0.0 0.0 -0.810
C -0.19844 5.12574 -0.85509 0.0 0.0 0.0 -0.971
C -0.18475 3.90833 -1.51275 0.0 0.0 0.0 -0.201
C -0.55280 2.75623 -0.81970 0.1 0.1 0.0 1.216
P -0.70974 1.12626 -1.57705 -0.3 -0.1 0.4 1.013
C -2.27260 1.31900 -2.52128 0.1 0.0 0.0 1.049
C -2.24060 2.07040 -3.69361 0.0 0.0 0.0 -0.610
C -3.40683 2.32943 -4.39883 0.0 0.0 0.0 -0.829
C -4.61950 1.84496 -3.93212 0.0 0.0 0.0 -0.728
C -4.66011 1.09778 -2.76320 0.0 0.0 0.0 -1.272
C -3.49259 0.83034 -2.06661 0.0 0.0 0.1 -0.277
C 0.53796 0.93242 -2.80061 0.3 0.0 -0.2 0.026
C 1.76778 1.60964 -2.78777 -0.2 0.0 0.1 -0.014
C 2.88424 1.48654 -3.58735 0.0 -0.1 -0.1 -1.215
C 3.15987 0.50411 -4.58568 0.1 0.1 0.1 -0.133
C 2.33461 -0.32728 -5.22420 -0.1 -0.1 0.0 -0.760
C 0.32206 -0.32539 -3.51482 -0.1 0.1 0.1 -0.533
C -0.51638 1.18016 2.95360 0.1 0.0 0.0 1.372
C -0.92015 1.85419 4.10205 0.0 0.0 0.0 -0.595
C -0.17190 1.76978 5.26870 0.0 0.0 0.0 -0.916
C 0.98946 1.01041 5.29887 0.0 0.0 0.0 -0.818
C 1.40860 0.33439 4.16128 0.0 0.0 0.0 -0.893
C 0.65755 0.42734 2.99567 0.1 0.0 0.0 -0.167
P 1.11169 -0.40246 1.43733 -0.1 0.0 -0.1 2.201
C 2.18161 -1.79372 1.93055 0.0 0.0 0.0 0.305
C 1.69207 -3.09362 1.96680 0.0 0.0 0.0 -0.738
C 2.49604 -4.13633 2.40538 0.0 0.0 0.0 -1.135
C 3.79680 -3.88948 2.81246 0.0 0.0 0.0 -0.723
C 4.29593 -2.59363 2.78015 0.0 0.0 0.0 -0.867
C 3.49688 -1.55220 2.33953 0.0 0.0 0.0 -0.440
C 2.31502 0.75355 0.69188 0.0 0.0 0.0 0.392
C 3.27167 0.28740 -0.21017 0.0 0.0 0.0 -0.394
C 4.24755 1.14552 -0.68798 0.0 0.0 0.0 -0.985
C 4.26111 2.47927 -0.30220 0.0 0.0 0.0 -0.625
C 3.28937 2.95756 0.56371 0.0 0.0 0.0 -0.818
C 2.32580 2.09507 1.06944 0.0 0.0 0.0 -0.707
H -3.52743 2.08308 2.16744 0.0 0.0 0.0 0.375
H -3.54790 0.31831 2.29578 0.0 0.0 0.0 0.223
H -3.89224 1.11986 0.74866 0.0 0.0 0.0 0.362
H -1.28826 4.11597 2.18914 0.0 0.0 0.0 0.397
H -0.60650 6.15200 0.98755 0.0 0.0 0.0 0.450
H 0.10003 6.02403 -1.38024 0.0 0.0 0.0 0.437
H 0.11735 3.85495 -2.55101 0.0 0.0 0.0 0.378
H -1.29246 2.45827 -4.04912 0.0 0.0 0.0 0.308
H -3.36821 2.91287 -5.30995 0.0 0.0 0.0 0.467
H -5.53069 2.04482 -4.48098 0.0 0.0 0.0 0.403
H -5.60134 0.70428 -2.40166 0.0 0.0 0.0 0.504
H -3.53341 0.20782 -1.18405 0.0 0.0 0.0 0.440
H 1.84549 2.40295 -2.04911 0.0 0.0 0.0 0.387
H 3.69915 2.15902 -3.35864 0.0 0.0 0.0 0.465
H 4.19962 0.37984 -4.87233 0.0 0.0 0.0 0.322
H 2.56787 -1.22604 -5.76366 0.0 0.0 0.0 0.462
H -0.73783 -0.48716 -3.70822 0.0 0.0 -0.1 0.010
H -1.84219 2.42579 4.10183 0.0 0.0 0.0 0.447
H -0.50338 2.28351 6.16234 0.0 0.0 0.0 0.421
H 1.56352 0.93344 6.21324 0.0 0.0 0.0 0.410
H 2.30072 -0.27639 4.19447 0.0 0.0 0.0 0.428
H 0.68578 -3.29957 1.64179 0.0 0.0 0.0 0.574
H 2.10044 -5.14363 2.42140 0.0 0.0 0.0 0.497
H 4.42509 -4.70405 3.14929 0.0 0.0 0.0 0.420
H 5.31288 -2.39399 3.09256 0.0 0.0 0.0 0.456
H 3.90286 -0.54948 2.30702 0.0 0.0 0.0 0.583
H 3.26532 -0.74726 -0.52871 0.0 0.0 0.0 0.589
H 4.99008 0.76944 -1.37941 0.0 0.0 0.0 0.410
H 5.02686 3.14535 -0.68014 0.0 0.0 0.0 0.412
H 3.29022 3.99704 0.86681 0.0 0.0 0.0 0.455
H 1.59694 2.46811 1.77719 0.0 0.0 0.0 0.399
O 0.90906 -0.20823 -4.98732 0.1 0.0 0.0 -0.307
P 0.97852 -1.80240 -2.63658 0.0 -0.2 0.3 1.460
O 2.29488 -2.27726 -3.05667 0.0 0.0 0.0 -0.811
O 0.84602 -1.37277 -1.14549 0.0 -0.1 -0.4 -0.790
O -0.17649 -2.91730 -2.91029 0.3 0.2 0.1 -0.607
P -1.75267 -2.69188 -2.64452 -0.2 0.4 -0.1 1.186
O -2.27738 -2.12063 -4.05201 0.1 -0.1 0.0 -0.583
O -2.43740 -3.92003 -2.25318 0.1 0.0 0.0 -0.744
O -1.79510 -1.40948 -1.77969 -0.2 -0.6 0.1 -0.909
H 0.66975 0.70334 -5.22128 0.0 0.0 0.0 0.629
H -2.76945 -2.79794 -4.53000 0.0 0.0 0.0 0.374
F -2.51051 -6.03525 1.42286 0.0 0.0 0.0 -0.202
C -2.47861 -5.26082 0.34318 0.0 0.0 0.0 0.463
F -1.46462 -5.63489 -0.40773 0.0 0.0 0.0 -0.167
F -3.62646 -5.37306 -0.28932 0.0 0.0 0.0 -0.196
S -2.25401 -3.45973 0.87369 0.4 -0.2 -0.4 1.279
O -0.91347 -3.06405 0.32658 -0.6 0.0 0.4 -1.105
O -3.30027 -2.60116 0.39327 -0.2 0.0 0.0 -0.646
N -2.26313 -3.68414 2.42711 0.0 0.3 0.0 -0.628
S -2.34008 -2.32029 3.23707 0.1 -0.2 -0.1 0.766
O -1.54620 -1.30654 2.55498 -0.2 0.1 -0.1 -0.725
O -3.63271 -1.96032 3.71608 0.0 0.0 0.0 -0.732
C -1.35549 -2.75339 4.73386 0.0 0.0 0.0 0.606
F -1.44392 -1.74030 5.58954 0.0 0.0 0.0 -0.206
F -1.83883 -3.85138 5.29888 0.0 0.0 0.0 -0.227
F -0.08115 -2.94505 4.42069 0.1 0.0 0.0 -0.152
```
Forces are in eV/Å.

**F_max**: 0.71 eV/A
**Multiplicity**: 2
**Charge**: 0
**Kohn-Sham gap (spin up / spin down)**: 6.24 / 6.18 eV
**Relative energy (zero: lowest compared OMol25 entry of this formula, charge and spin)**: 454.6 kJ/mol


The evaluated electronic energy for the records listed, in turn: -225.51721, -4231.03864, -5517.32002 Eh.